No. 1
Computed, not measured: a molecular structure, C36H42BrN3P2Si2Y, with the ωB97M-V functional and the def2-TZVPD basis.

Results
Total charge: +1
Energy above the lowest of the compared OMol25 structures with the same formula, charge and spin (kcal per mole): 0.00

```
87
Properties=species:S:1:pos:R:3:forces:R:3
Y -1.412706 -0.248227 -0.460605 -0.675 0.263 -0.032
C -0.369984 4.527345 -1.915464 -0.088 -0.025 0.019
Si -1.312336 2.917333 -1.968350 0.153 -0.041 -0.022
C -2.903921 3.079173 -0.976558 -0.029 -0.067 0.016
C -1.749087 2.444569 -3.725857 -0.035 0.024 -0.030
N -0.483902 1.588246 -1.217908 0.204 -0.091 -0.026
P 1.030275 0.913424 -1.240680 -0.078 0.198 -0.018
C 0.867708 -0.678008 -0.696953 -0.077 -0.038 -0.022
P 0.787267 -1.406875 0.821430 -0.016 0.109 0.113
N -0.689056 -1.030692 1.465955 0.306 -0.187 0.182
Si -1.414234 -0.432230 2.913043 0.120 0.002 -0.027
C -2.054070 -1.814400 3.996248 -0.034 0.055 0.008
C -0.331103 0.738002 3.885627 -0.030 -0.027 -0.015
C -2.871919 0.574412 2.242128 -0.037 -0.036 -0.089
C 2.097599 -1.130252 2.034867 -0.022 -0.055 0.068
C 1.964544 -1.726868 3.290023 -0.013 0.007 0.029
C 2.953374 -1.576706 4.245331 0.018 0.024 -0.001
C 4.092076 -0.832871 3.952571 -0.010 -0.015 -0.004
C 4.242743 -0.262640 2.699184 -0.012 -0.004 -0.014
C 3.251073 -0.419925 1.738843 0.027 0.018 -0.029
C 0.798731 -3.203251 0.611476 0.023 -0.038 -0.067
C -0.061493 -4.022970 1.334744 -0.020 -0.013 0.018
C -0.006921 -5.402467 1.181238 -0.003 0.003 -0.003
C 0.908836 -5.966125 0.305546 0.000 0.003 0.000
C 1.769732 -5.151613 -0.420473 -0.009 0.001 0.010
C 1.714055 -3.775695 -0.269918 0.000 -0.007 -0.001
C 2.116885 2.013334 -0.300327 0.083 -0.015 -0.022
C 3.470969 2.132757 -0.608628 0.017 -0.022 0.004
C 4.305336 2.899156 0.191400 -0.009 0.010 0.007
C 3.794599 3.549368 1.307004 -0.006 -0.006 -0.002
C 2.445911 3.439957 1.616612 0.003 -0.008 -0.016
C 1.611319 2.678743 0.812309 -0.038 -0.003 0.048
C 1.659253 0.957512 -2.935428 -0.018 -0.036 -0.023
C 2.042743 2.160490 -3.527169 0.010 0.045 -0.004
C 2.424807 2.195304 -4.858183 0.001 -0.024 -0.022
C 2.427758 1.026001 -5.609817 0.003 0.007 0.015
C 2.060007 -0.176043 -5.023994 -0.005 0.013 0.014
C 1.679693 -0.211403 -3.688591 -0.003 -0.021 -0.023
H -1.043573 5.360456 -2.131486 0.003 0.001 0.001
H 0.425880 4.555113 -2.659469 0.023 -0.001 -0.010
H 0.074960 4.702025 -0.933847 -0.001 -0.010 0.003
H -3.605592 3.781458 -1.431466 0.022 0.008 -0.021
H -2.708850 3.423724 0.041846 0.022 0.011 -0.006
H -3.440772 2.122382 -0.895187 -0.006 0.009 -0.008
H -2.333718 3.218380 -4.228790 0.011 0.012 0.010
H -2.344038 1.524666 -3.745240 0.002 0.004 -0.001
H -0.852969 2.259856 -4.323030 0.014 0.005 0.025
H -1.241628 -2.450844 4.354349 0.015 0.012 -0.007
H -2.762109 -2.452191 3.460682 0.002 0.008 -0.009
H -2.566444 -1.418203 4.876115 -0.003 0.000 -0.002
H 0.455360 0.220402 4.434549 -0.005 -0.016 0.011
H -0.937295 1.290339 4.608454 0.003 -0.001 0.003
H 0.158519 1.463086 3.230649 -0.020 -0.007 -0.019
H -3.584256 -0.028749 1.665455 0.003 0.000 0.013
H -2.530756 1.410792 1.612973 0.008 0.015 0.013
H -3.455166 1.038424 3.039964 0.021 -0.004 0.019
H 1.087284 -2.321378 3.522888 -0.005 0.004 -0.023
H 2.841866 -2.042591 5.215678 0.007 0.002 0.003
H 4.866409 -0.714128 4.699014 -0.002 0.001 0.004
H 5.134482 0.301182 2.458023 0.003 0.000 0.009
H 3.385993 0.001974 0.755024 -0.023 0.016 -0.032
H -0.776777 -3.581389 2.019267 0.005 0.016 -0.001
H -0.676871 -6.035926 1.748248 0.001 -0.004 0.000
H 0.952678 -7.040821 0.187286 0.001 -0.001 -0.002
H 2.482424 -5.590912 -1.105938 0.000 -0.003 0.000
H 2.372261 -3.134684 -0.844488 -0.004 0.006 0.003
H 3.880747 1.619901 -1.470637 -0.015 -0.001 -0.004
H 5.354271 2.989669 -0.058925 0.002 0.005 0.007
H 4.445160 4.147024 1.931950 0.007 -0.003 -0.005
H 2.043666 3.950080 2.482250 0.004 0.003 0.002
H 0.555803 2.603212 1.048392 -0.001 -0.011 -0.013
H 2.065015 3.073232 -2.944267 -0.026 -0.008 0.020
H 2.726805 3.131872 -5.308430 0.001 -0.002 -0.001
H 2.728999 1.052274 -6.648815 -0.002 0.003 -0.001
H 2.077356 -1.089174 -5.604338 -0.001 -0.003 0.001
H 1.405215 -1.145674 -3.213807 0.005 0.003 0.010
Br -7.904844 -3.161442 -1.114621 0.019 0.012 -0.002
C -6.220757 -2.348511 -1.046212 -0.004 -0.015 0.013
C -5.950713 -1.232133 -1.823554 -0.024 0.011 -0.015
C -4.695274 -0.665615 -1.738840 0.025 0.027 -0.011
N -3.731378 -1.141423 -0.940718 0.233 -0.097 0.002
C -4.008966 -2.224093 -0.196966 -0.016 0.013 -0.040
C -5.232985 -2.859370 -0.216265 0.001 -0.022 0.023
H -6.698884 -0.812423 -2.479748 0.006 0.004 -0.002
H -4.450449 0.207104 -2.332987 -0.002 0.001 0.000
H -3.213172 -2.594180 0.444294 -0.002 -0.006 0.004
H -5.409505 -3.728620 0.400008 -0.005 0.000 -0.003
```
Positions in Å, forces in eV/Å.

No. 2
Computed, not measured: a molecular structure, C36H42CaN2O7PS, with the ωB97M-V functional and the def2-TZVPD basis.

Results
Total charge: -1
Energy above the lowest of the compared OMol25 structures with the same formula, charge and spin (kcal per mole): 20.56

```
90
Properties=species:S:1:pos:R:3:forces:R:3
Ca -0.900384 1.627543 -0.215833 1.885 -1.600 -0.275
O -3.098917 0.358904 1.602118 0.099 0.121 0.023
C -4.196902 1.186162 1.261137 -0.005 0.038 -0.039
C -3.816834 2.605339 0.838259 0.115 -0.088 0.141
N -2.941735 2.642789 -0.330319 -1.003 0.579 -0.403
C -3.549330 1.998969 -1.503239 -0.012 -0.184 0.132
C -3.228836 0.482233 -1.586343 -0.052 0.095 -0.160
O -3.979985 -0.223828 -2.241874 -0.062 -0.066 -0.091
O -2.152231 0.110419 -0.979360 -1.411 -1.205 -0.462
C -2.431408 4.003954 -0.604631 -0.027 -0.039 -0.127
C -1.273508 3.940508 -1.637558 -0.001 0.252 -0.219
O -1.443576 4.450105 -2.743541 -0.042 0.189 -0.117
O -0.231374 3.302875 -1.258809 0.301 1.473 -0.789
H -2.658133 0.109163 0.767440 -0.301 -0.223 -0.018
H -4.817842 1.264259 2.156424 -0.020 0.015 -0.009
H -4.804487 0.706882 0.484526 -0.013 0.005 0.003
H -3.289599 3.096186 1.658950 -0.006 -0.010 -0.006
H -4.752726 3.155582 0.638490 0.010 0.015 0.009
H -3.143740 2.448493 -2.412410 0.002 0.015 0.017
H -4.638168 2.119941 -1.526345 0.010 0.063 -0.014
H -2.025139 4.392282 0.330351 -0.061 0.008 0.040
H -3.215306 4.669584 -0.983792 -0.015 -0.039 0.002
C 2.117022 -1.912485 5.162024 -0.023 0.038 -0.019
C 1.428017 -0.688372 4.617131 0.033 -0.012 -0.019
C 0.098759 -0.431666 4.916819 -0.009 -0.005 0.033
C -0.571780 0.672260 4.397344 -0.013 0.042 0.077
C -2.015690 0.911216 4.750712 0.009 -0.009 -0.041
C 0.109164 1.531833 3.537208 0.025 -0.093 -0.027
C 1.456006 1.304209 3.232492 -0.024 0.010 0.002
C 2.203953 2.247159 2.326606 0.001 -0.001 0.032
C 2.099426 0.201384 3.784086 -0.013 0.011 -0.024
C -0.632897 2.667570 2.853715 0.203 0.037 0.162
O -1.030204 3.631306 3.500630 -0.086 0.066 0.114
O -0.764854 2.486318 1.603406 0.161 0.906 1.978
H 1.735517 -2.173417 6.149846 0.002 -0.002 0.012
H 3.192817 -1.756469 5.240372 0.044 -0.006 -0.001
H 1.951805 -2.774855 4.510879 0.019 -0.031 -0.013
H -0.437565 -1.102842 5.580846 -0.001 -0.021 0.013
H -2.247479 0.481437 5.725877 -0.014 -0.031 0.008
H -2.660411 0.450120 3.999780 -0.021 0.011 -0.010
H -2.231853 1.977905 4.769417 -0.010 -0.017 0.026
H 2.183566 3.260193 2.732288 0.005 0.036 -0.019
H 1.737618 2.290220 1.340739 0.061 -0.003 0.039
H 3.244078 1.934929 2.215539 -0.046 0.034 0.040
H 3.147899 0.033343 3.553817 0.004 -0.002 0.005
N 0.660542 -0.143646 0.292510 0.201 0.100 0.241
S 1.767474 -0.933982 -0.467819 0.135 -0.208 -0.070
C 3.242606 -1.103904 0.556438 -0.120 0.086 -0.107
C 3.474173 -2.142410 1.444112 -0.042 -0.048 0.062
C 4.627998 -2.131907 2.213793 -0.005 -0.001 0.015
C 5.532920 -1.084968 2.105459 -0.002 0.001 -0.023
C 5.283064 -0.035664 1.231793 -0.002 -0.028 0.022
C 4.136480 -0.045912 0.453285 0.026 -0.025 -0.029
C 1.289807 -2.659219 -0.634025 0.076 0.001 0.004
C -0.011519 -3.004014 -0.323402 -0.056 0.007 0.006
C -0.431019 -4.311599 -0.538575 0.017 -0.025 -0.034
C 0.442701 -5.244784 -1.072239 0.008 0.013 -0.005
C 1.741408 -4.876755 -1.410242 -0.022 0.001 0.006
C 2.167389 -3.576862 -1.200021 -0.003 -0.005 0.030
H 0.548991 -0.413730 1.269563 0.065 -0.126 0.058
H 2.762562 -2.951190 1.547161 -0.022 -0.007 -0.055
H 4.812389 -2.940146 2.908918 0.006 -0.013 0.016
H 6.433764 -1.084781 2.704969 0.000 0.006 0.027
H 5.977716 0.790562 1.159533 0.006 0.006 -0.016
H 3.923065 0.770539 -0.225917 0.005 0.010 -0.018
H -0.694300 -2.248391 0.044451 -0.020 0.043 -0.006
H -1.449353 -4.592803 -0.307351 -0.018 0.027 0.012
H 0.110102 -6.260004 -1.243181 -0.009 -0.021 -0.008
H 2.415710 -5.602595 -1.845098 0.022 -0.010 -0.006
H 3.173321 -3.278268 -1.468626 0.039 0.005 0.005
C -0.847819 2.204650 -5.258007 -0.043 -0.002 0.128
P -0.607855 1.375056 -3.624947 0.131 -0.333 -0.459
C 1.230042 1.518050 -3.556080 -0.145 0.069 0.075
C -0.775961 -0.381676 -4.159953 0.006 0.047 0.075
C -1.941416 -0.796978 -4.804293 -0.022 0.019 0.042
C -2.148734 -2.129347 -5.120820 -0.011 -0.002 0.010
C -1.198793 -3.085127 -4.787126 0.016 0.008 -0.003
C -0.040311 -2.692407 -4.134777 -0.014 -0.031 -0.008
C 0.164953 -1.354525 -3.828072 0.081 0.043 0.004
H -1.906240 2.250477 -5.511026 -0.020 -0.036 -0.005
H -0.304082 1.686682 -6.049707 0.021 0.037 -0.026
H -0.494778 3.230141 -5.152659 -0.020 0.028 0.016
H 1.708680 1.018144 -4.400408 0.034 0.018 -0.006
H 1.614173 1.113828 -2.618817 0.032 -0.014 -0.013
H 1.456167 2.584246 -3.565321 0.010 0.002 0.036
H -2.715361 -0.074714 -5.031832 -0.027 0.015 0.004
H -3.069715 -2.426553 -5.606303 -0.007 0.003 -0.014
H -1.366151 -4.128083 -5.024714 -0.005 -0.022 0.003
H 0.703836 -3.429225 -3.854246 -0.002 0.006 0.006
H 1.078625 -1.065844 -3.321591 0.004 -0.015 0.003
```
Positions in Å, forces in eV/Å.

Among the records above, which one has the lowest energy above the lowest of the compared OMol25 structures with the same formula, charge and spin?
C36H42BrN3P2Si2Y

Which of these has the lowest energy above the lowest of the compared OMol25 structures with the same formula, charge and spin?
C36H42BrN3P2Si2Y

Look up the energy above the lowest of the compared OMol25 structures with the same formula, charge and spin of the first one.
0.00 kcal per mole